(1)
{"formula": "C42H61BClN9O6PSn", "method": "ωB97M-V/def2-TZVPD", "de_lowest_kj_mol": 304.2, "s2": 0.762, "multiplicity": 2, "homo_lumo_gap_ev": [8.475, 6.845], "symbols": ["Sn", "C", "C", "C", "C", "N", "N", "B", "N", "C", "C", "C", "C", "N", "N", "C", "C", "C", "C", "N", "N", "C", "C", "C", "C", "N", "H", "H", "H", "H", "H", "H", "H", "H", "H", "H", "H", "H", "H", "H", "H", "H", "H", "H", "H", "H", "C", "C", "C", "P", "C", "C", "C", "C", "C", "C", "C", "C", "C", "C", "N", "C", "C", "C", "C", "C", "C", "C", "C", "C", "H", "H", "H", "H", "H", "H", "H", "H", "H", "H", "H", "H", "H", "H", "H", "H", "H", "H", "H", "H", "H", "H", "H", "H", "H", "H", "H", "H", "H", "H", "H", "O", "H", "H", "O", "O", "Cl", "C", "C", "O", "O", "H", "H", "C", "C", "O", "H", "H", "H", "H", "H", "H"], "xyz": [[0.3633, -0.8260, 1.5417], [-2.3625, 1.9073, 1.8921], [-2.6726, 0.5916, 1.2918], [-3.8501, 0.2485, 0.7591], [-3.7375, -1.0357, 0.2983], [-2.5046, -1.4688, 0.5123], [-1.8048, -0.4618, 1.1224], [-1.9519, -2.8747, 0.4606], [-1.5980, -3.3473, 1.9470], [-2.1963, -4.2677, 2.7276], [-1.6201, -4.2400, 3.9824], [-0.6661, -3.2191, 3.8828], [0.3087, -2.8594, 4.9798], [-0.6424, -2.7409, 2.6328], [-0.6186, -2.8645, -0.3349], [-0.3738, -1.9630, -1.3462], [0.8245, -2.3248, -1.9410], [1.1735, -3.5454, -1.2265], [2.4405, -4.2905, -1.4601], [0.2639, -3.9032, -0.3006], [-2.8859, -3.8824, -0.2675], [-2.5652, -4.6496, -1.3471], [-3.4527, -5.7327, -1.3856], [-4.4021, -5.4775, -0.3482], [-5.6341, -6.2156, 0.0835], [-3.9889, -4.3440, 0.3105], [-3.2750, 2.4991, 2.0049], [-1.7018, 2.3608, 1.1441], [-1.7244, 1.8465, 2.8273], [-4.7262, 0.8644, 0.7619], [-4.4164, -1.6183, -0.3056], [-2.9719, -4.9823, 2.3239], [-1.6654, -4.9260, 4.7848], [0.8113, -1.9621, 4.6645], [1.0568, -3.6173, 5.1093], [-0.0292, -2.5774, 6.0447], [-0.9725, -1.0622, -1.4108], [1.3429, -1.9155, -2.8016], [3.2446, -3.5708, -1.3860], [2.5602, -4.9755, -0.6337], [2.4605, -4.8344, -2.3617], [-1.6343, -4.5134, -1.8984], [-3.5916, -6.5624, -2.1104], [-6.3375, -5.4158, 0.4901], [-5.5040, -6.8688, 0.8827], [-6.1623, -6.7401, -0.7128], [2.2991, 5.1131, 1.8897], [1.2740, 4.0783, 1.4761], [-0.0205, 4.8356, 1.1656], [1.6132, 2.8070, 0.1948], [3.2973, 2.2213, 0.4741], [4.4386, 3.1918, 0.2229], [3.4266, 0.8863, -0.3637], [1.5235, 3.5883, -1.4612], [2.5162, 4.6158, -1.8184], [2.4285, 5.1241, -3.0993], [3.4767, 6.1728, -3.4278], [1.3418, 4.8188, -3.9851], [0.4501, 3.9580, -3.5745], [0.4382, 3.3266, -2.3664], [-0.5797, 2.4289, -1.9541], [-1.4220, 1.5179, -2.7513], [-0.8903, 0.7805, -3.8069], [0.5949, 0.4868, -3.8556], [-1.7543, -0.1441, -4.3343], [-3.0693, -0.1461, -4.2095], [-3.9370, -1.1775, -4.9972], [-3.6223, 0.6582, -3.2883], [-2.8710, 1.5685, -2.5276], [-3.6471, 2.6311, -1.8993], [1.8066, 5.8599, 2.5207], [2.4987, 5.6569, 0.9918], [3.1634, 4.8343, 2.3855], [1.0815, 3.4294, 2.3341], [0.0757, 5.6252, 0.3886], [-0.4620, 5.2222, 2.1054], [-0.6871, 4.1381, 0.6458], [3.3951, 1.8342, 1.5337], [4.5389, 3.5732, -0.7840], [5.4056, 2.8253, 0.5963], [4.2774, 4.0819, 0.9047], [3.3479, 1.1062, -1.4047], [2.6256, 0.1724, -0.1091], [4.3691, 0.5076, -0.0989], [3.2415, 5.0699, -1.0830], [4.5295, 5.8614, -3.2124], [3.1355, 7.0120, -2.7483], [3.2107, 6.5110, -4.4230], [1.1959, 5.3867, -4.9164], [-0.3466, 3.6991, -4.2684], [0.9991, 0.3622, -2.8413], [1.2142, 1.1076, -4.4641], [0.6854, -0.4919, -4.2421], [-1.3256, -0.8707, -4.9786], [-3.2515, -1.5839, -5.7316], [-4.7537, -0.8270, -5.6764], [-4.4122, -1.9173, -4.3344], [-4.7162, 0.7856, -3.3205], [-3.1491, 3.5154, -2.3431], [-3.3114, 2.6910, -0.9138], [-4.7488, 2.6042, -2.0142], [3.9433, -0.0434, 3.5436], [3.8488, -0.3279, 2.6557], [3.0569, 0.3577, 3.5972], [0.7998, 1.5881, 0.5554], [-1.1114, 2.8414, -0.5945], [1.0388, 1.9707, 6.5112], [0.0501, 0.8066, 5.5384], [0.4432, 0.7056, 4.0661], [-0.3805, -0.1397, 3.5321], [1.4587, 1.1620, 3.5546], [-0.9679, 1.0592, 5.6782], [0.2838, -0.1700, 6.0275], [4.5022, -3.7164, 2.3709], [3.2429, -3.0377, 1.8864], [3.6852, -2.0438, 0.9548], [4.3240, -4.4943, 3.0502], [5.2599, -3.1636, 2.8169], [4.8477, -4.1924, 1.4837], [2.6645, -2.5769, 2.6506], [2.6112, -3.7560, 1.3904], [2.8507, -1.5945, 0.6453]], "mulliken_charge": [2.5725, -0.0744, 0.1325, -1.7822, 0.0517, 0.8303, 0.4966, 0.0864, 0.6798, 0.1284, -1.5834, 0.4016, -0.9731, 0.2123, 1.2364, -0.4218, -0.2078, -0.1067, -1.7029, -1.4955, 0.5238, -0.1805, -1.3353, 0.8139, -1.2529, -1.3463, 0.5239, -0.5384, -0.2296, 0.6066, 0.6027, 0.3305, 0.4784, -0.1108, 0.3604, 0.2928, 0.8777, 0.3669, 0.3203, 0.3845, 0.4480, 0.4607, 0.3268, 0.3026, 0.2672, 0.3633, -1.9636, 1.0988, -0.8413, 0.0244, 1.4544, -1.6457, -2.2457, 0.8791, -1.0494, 0.6505, -1.5889, -1.0824, -0.1492, -0.7066, 1.2082, -0.0995, 0.6854, -1.7123, -0.4375, 0.4504, -1.7679, -1.4401, 1.3281, -1.4934, 0.4546, 0.4160, 0.4014, -0.0599, 0.3008, 0.4566, -0.1693, 0.1519, 0.4685, 0.4405, 0.2623, 0.3060, 0.0318, 0.8104, 0.6209, 0.2943, 0.3531, 0.3847, 0.3085, 0.4987, 0.0240, 0.4568, 0.6106, 0.3699, 0.3783, 0.3597, 0.3338, 0.2901, 0.3380, 0.1502, 0.4475, -0.7625, 0.2982, 0.3890, -0.2747, -0.5375, -0.2343, -0.0562, 0.3699, -0.7961, -0.7477, 0.3554, -0.0763, -1.8661, 1.2397, -0.6598, 0.4229, 0.4330, 0.3981, -0.1948, 0.1731, -0.0579]}

(2)
{"formula": "C42H61ClGe2InN8OP", "method": "ωB97M-V/def2-TZVPD", "de_lowest_kj_mol": 4.9, "homo_lumo_gap_ev": 7.626, "symbols": ["In", "C", "C", "C", "C", "N", "C", "N", "C", "N", "C", "N", "C", "C", "C", "C", "C", "N", "C", "C", "C", "C", "C", "C", "H", "H", "H", "H", "H", "H", "H", "H", "H", "H", "H", "H", "C", "C", "Ge", "C", "C", "C", "C", "Ge", "C", "C", "C", "C", "C", "C", "C", "C", "C", "C", "H", "H", "H", "H", "H", "H", "H", "H", "H", "H", "H", "H", "H", "H", "H", "H", "H", "H", "H", "H", "H", "H", "H", "H", "H", "H", "C", "H", "H", "H", "Cl", "C", "H", "H", "C", "N", "C", "P", "O", "N", "C", "C", "N", "C", "C", "H", "H", "H", "H", "H", "H", "H", "H", "H", "H", "H", "H", "H", "H", "H", "H", "H", "H"], "xyz": [[0.7652, -1.2622, -0.4252], [4.2934, 0.4600, 1.9976], [4.3349, -0.3694, 3.1161], [3.5534, -1.4988, 3.1426], [2.7462, -1.8198, 2.0411], [2.6650, -0.9792, 0.9959], [3.4263, 0.1232, 0.9844], [2.0925, -3.0409, 2.1076], [1.7212, -3.6730, 1.0459], [1.7451, -3.2340, -0.2592], [1.5723, -4.3236, -1.0875], [1.7056, -4.4329, -2.3532], [2.1908, -3.4053, -3.1454], [2.4393, -3.7334, -4.4877], [2.9815, -2.7889, -5.3261], [3.2713, -1.5249, -4.8168], [2.9680, -1.2814, -3.4925], [2.4314, -2.1842, -2.6683], [1.2733, -5.5137, -0.2455], [1.0061, -6.8258, -0.5802], [0.7381, -7.7113, 0.4580], [0.7650, -7.2891, 1.7873], [1.0755, -5.9735, 2.1147], [1.3214, -5.1006, 1.0736], [4.9059, 1.3468, 1.9225], [4.9783, -0.1288, 3.9525], [3.5499, -2.1782, 3.9823], [3.3179, 0.7602, 0.1134], [2.2014, -4.7338, -4.8196], [3.1801, -3.0252, -6.3636], [3.7154, -0.7542, -5.4305], [3.1542, -0.3042, -3.0604], [0.9971, -7.1385, -1.6159], [0.5089, -8.7452, 0.2341], [0.5507, -7.9998, 2.5749], [1.1245, -5.6397, 3.1424], [-4.0131, 3.0434, 0.0122], [-2.8183, 2.6391, 0.8765], [-1.2098, 3.6953, 0.4588], [-1.1561, 4.3267, -1.4126], [-1.6941, 5.7521, -1.5506], [-1.1631, 5.2539, 1.6767], [-0.0511, 5.1558, 2.4291], [0.8951, 3.5641, 1.6992], [2.3575, 4.1174, 0.4869], [3.6778, 4.5776, 1.1062], [1.4006, 2.1369, 2.9578], [2.3780, 2.5295, 4.0682], [0.3532, 6.0794, 3.5154], [1.6603, 6.0741, 3.9979], [2.0629, 6.9379, 5.0064], [1.1538, 7.8235, 5.5637], [-0.1570, 7.8354, 5.1028], [-0.5508, 6.9744, 4.0929], [-4.9121, 2.4842, 0.2831], [-3.8157, 2.8589, -1.0457], [-4.2450, 4.1048, 0.1217], [-2.5871, 1.5804, 0.7522], [-3.0275, 2.8039, 1.9351], [-1.7146, 3.6327, -2.0398], [-0.1155, 4.2813, -1.7418], [-2.7442, 5.8107, -1.2573], [-1.6202, 6.1068, -2.5810], [-1.1419, 6.4489, -0.9184], [-1.8719, 6.0754, 1.7894], [1.9279, 4.9243, -0.1128], [2.5267, 3.2815, -0.1987], [3.5412, 5.4764, 1.7075], [4.4137, 4.8167, 0.3348], [4.1121, 3.8112, 1.7489], [1.8086, 1.3172, 2.3605], [0.4696, 1.7677, 3.3920], [3.3194, 2.9092, 3.6692], [2.6155, 1.6645, 4.6917], [1.9582, 3.2979, 4.7172], [2.3724, 5.3787, 3.5722], [3.0861, 6.9148, 5.3585], [1.4602, 8.4952, 6.3548], [-0.8770, 8.5161, 5.5390], [-1.5775, 6.9869, 3.7498], [-0.5045, -0.8787, 1.3023], [-0.5527, 0.1989, 1.4734], [-0.1406, -1.3637, 2.2085], [-1.5089, -1.2378, 1.0803], [-1.2913, 0.8053, -1.6131], [0.3719, 0.2210, -1.9985], [1.0014, 1.1081, -2.0002], [0.3463, -0.2110, -2.9922], [-4.2139, -0.6791, -1.7235], [-3.7249, -1.9908, -1.3335], [-4.1727, -2.4198, -0.0123], [-2.4115, -2.7747, -1.9514], [-1.1087, -2.6395, -1.2400], [-2.3168, -2.2100, -3.5095], [-3.4502, -2.2776, -4.4200], [-1.0488, -2.4520, -4.1949], [-2.8452, -4.3733, -1.8839], [-4.1332, -4.8493, -2.3467], [-1.9980, -5.3965, -1.3050], [-4.1142, 0.0261, -0.8940], [-5.2728, -0.7329, -1.9998], [-3.6432, -0.2854, -2.5580], [-4.0347, -1.6117, 0.7105], [-3.5975, -3.2779, 0.3312], [-5.2314, -2.6959, -0.0288], [-3.3572, -1.4857, -5.1668], [-4.3912, -2.1383, -3.8961], [-3.4852, -3.2382, -4.9477], [-0.2573, -2.6289, -3.4717], [-0.7799, -1.5844, -4.8028], [-1.1182, -3.3262, -4.8519], [-4.7608, -4.0206, -2.6639], [-4.6554, -5.3774, -1.5413], [-4.0214, -5.5441, -3.1851], [-1.0836, -4.9470, -0.9398], [-1.7411, -6.1615, -2.0446], [-2.5070, -5.8886, -0.4681]], "mulliken_charge": [2.2710, -0.6692, -0.4187, -0.6757, 0.2318, 0.1615, -0.5266, -0.5219, -0.1539, -0.0009, 0.1270, -0.4696, -0.0896, -0.4900, -0.4056, -0.9082, -0.2103, 0.1836, -0.0953, 0.1621, -0.7502, -0.6423, -0.1801, 0.1876, 0.4904, 0.4519, 0.5443, 0.3173, 0.4836, 0.4198, 0.4359, 0.3971, 0.5622, 0.4239, 0.4306, 0.5576, -1.4128, 0.1290, -0.0732, -0.3280, -1.3341, -0.1244, -0.5714, -0.2888, -0.2892, -1.1621, 0.8341, -1.3955, 0.3691, 0.3323, -1.1387, -0.4060, -0.7188, -0.5881, 0.3935, 0.2369, 0.3859, -0.1526, 0.6304, 0.3118, 0.5209, 0.2826, 0.3743, 0.3504, 0.3542, 0.5279, 0.2370, 0.3173, 0.4057, 0.1311, -0.8669, 0.5462, 0.2117, 0.3856, 0.4609, 0.5379, 0.3833, 0.3810, 0.3872, 0.3471, -0.9898, -0.0312, 0.4139, 0.1481, -0.0919, -1.4272, 0.6967, 0.5149, -1.0463, 0.7597, -1.1506, -1.5043, -0.4138, 0.5669, -1.1165, -0.5868, 0.9388, -1.2025, -0.5185, 0.0096, 0.2712, 0.4547, 0.3306, 0.3275, 0.3077, 0.3285, 0.4127, 0.2721, -0.2389, 0.3825, 0.3624, 0.3777, 0.3360, 0.2892, -0.4442, 0.3359, 0.3789]}

no.,total energy (hartree)
1,-3621.9376
2,-7295.8827